# C22H24BiBrF6NO11S4

C22H24BiBrF6NO11S4 as an isolated structure in a non-equilibrium geometry (ωB97M-V with the def2-TZVPD basis set, the Open Molecules 2025 dataset).

```
70
Properties=species:S:1:pos:R:3:forces:R:3
Bi -1.9366 -0.2776 -1.9376 -0.23 1.43 -0.33
C 3.8249 0.5784 3.9496 -0.21 -0.19 -0.09
C 2.8128 -0.5077 3.5736 0.08 -0.04 0.13
C 3.5871 -1.7967 3.2615 -0.07 0.21 0.11
C 1.9048 -0.7505 4.7870 0.18 0.06 -0.15
C 1.9624 -0.1270 2.3685 0.04 0.02 0.00
C 0.9496 -0.9734 1.9485 -0.28 -0.08 -0.29
C 0.2342 -0.6611 0.8108 -0.50 -0.17 -0.07
Br -1.2743 -1.7829 0.2450 1.39 -0.39 1.91
C 0.4703 0.4594 0.0142 0.16 -0.14 0.33
O -0.1048 0.6219 -1.1574 -0.46 0.03 -0.05
C 1.3765 1.4102 0.5529 -0.15 -0.06 -0.23
C 2.1196 1.0675 1.6696 -0.06 -0.12 0.06
C 1.4443 2.8018 -0.0619 0.11 0.22 -0.11
C 0.0239 3.3878 -0.0557 0.12 -0.08 -0.02
C 2.3448 3.7511 0.7371 -0.23 -0.22 -0.12
C 1.9748 2.7333 -1.4945 -0.19 -0.09 0.08
H 4.4037 0.2496 4.8111 0.05 -0.03 0.08
H 3.3190 1.5024 4.2167 -0.01 0.18 0.02
H 4.5165 0.7719 3.1339 0.11 0.09 -0.10
H 4.1940 -2.0770 4.1220 0.08 -0.09 0.06
H 4.2440 -1.6522 2.4062 0.07 -0.01 -0.11
H 2.9051 -2.6121 3.0392 -0.06 -0.16 -0.06
H 2.5091 -1.0003 5.6581 0.02 -0.05 0.12
H 1.2172 -1.5691 4.6002 -0.13 -0.11 0.05
H 1.3245 0.1426 5.0069 -0.09 0.08 0.06
H 0.6939 -1.8704 2.4824 0.02 -0.24 0.17
H 2.8424 1.7784 2.0263 0.09 0.11 0.07
H -0.3669 3.4196 0.9607 -0.07 0.03 0.08
H -0.6361 2.7830 -0.6696 -0.09 0.06 0.01
H 0.0364 4.3986 -0.4569 0.00 0.15 -0.05
H 2.0083 3.8404 1.7664 0.01 0.03 0.22
H 2.2993 4.7396 0.2850 0.03 0.09 -0.07
H 3.3796 3.4179 0.7222 0.18 0.00 0.05
H 1.3463 2.1046 -2.1163 0.12 0.06 -0.04
H 2.9878 2.3354 -1.4992 0.18 -0.06 -0.03
H 2.0019 3.7269 -1.9362 0.01 0.19 -0.05
O -1.0261 -2.6536 -4.7625 0.04 0.26 -0.04
S -0.8101 -3.0354 -3.4115 -0.21 -1.26 0.41
O -0.8598 -4.4448 -3.1285 0.06 0.11 0.22
O -1.7651 -2.3301 -2.4235 -0.14 -0.81 -0.83
C 0.7516 -2.4613 -2.7357 -0.43 -0.33 -0.14
C 1.2991 -3.2387 -1.7283 0.15 -0.09 0.00
C 2.4162 -2.7951 -1.0398 -0.08 0.03 -0.08
C 2.9786 -1.5665 -1.3534 0.00 0.01 -0.15
C 2.4206 -0.7893 -2.3549 0.13 0.02 -0.09
C 1.3063 -1.2411 -3.0422 -0.16 0.46 -0.31
S 0.5482 -0.1454 -4.2383 1.04 1.03 -0.40
O 0.7047 -0.6814 -5.5518 -0.34 -0.32 0.04
O 1.1728 1.1407 -4.0509 -0.14 -0.06 0.25
O -0.8981 -0.0887 -3.7661 0.48 0.21 -0.98
H 0.8170 -4.1765 -1.5119 0.03 -0.18 0.13
H 2.8360 -3.3944 -0.2473 0.05 -0.11 0.10
H 3.8475 -1.2121 -0.8173 0.03 0.06 0.06
H 2.8065 0.1842 -2.6140 0.08 0.06 0.06
F -6.5590 -0.5287 2.0353 -0.08 0.08 -0.31
C -5.2533 -0.3079 1.8953 -0.09 -0.09 0.01
F -4.6145 -1.4433 2.1554 0.23 -0.21 -0.12
F -4.9026 0.5752 2.8358 0.18 0.24 -0.45
S -4.8393 0.2923 0.1546 -0.39 0.10 1.59
O -3.4073 0.4747 0.1774 0.19 0.00 0.10
O -5.6224 1.4639 -0.0548 -0.22 0.37 0.01
N -5.3247 -0.9855 -0.6181 0.15 -0.21 -0.13
S -5.5117 -0.8652 -2.1747 -1.28 0.45 -0.19
O -4.4409 -0.1291 -2.7982 0.37 0.22 -0.37
O -5.9207 -2.0950 -2.7509 -0.07 -0.35 0.11
C -6.9861 0.3107 -2.4044 -0.33 0.11 -0.18
F -6.5852 1.5621 -2.5966 0.14 -0.03 0.04
F -7.8215 0.2786 -1.3650 0.19 -0.17 0.06
F -7.6970 -0.0380 -3.4840 0.26 -0.30 -0.05
```
Positions in Å, forces in eV/Å.

Calculated values
charge: -1
max |F|: 2.40 eV/Å
LUMO: 2.0414 eV
energy relative to the best compared isomer or geometry (same formula, charge and spin): 26.6 kJ/mol
HOMO-LUMO gap: 8.28 eV